Formula: C2H9BNO2
Source: the OMol25 dataset
Level of theory: wB97M-V/def2-TZVPD

Energy above the lowest of the compared OMol25 structures with the same formula, charge and spin: 79.74 kcal/mol
Net charge: +1
Max |F|: 3.15 eV/A
Highest occupied orbital energy: -15.5 eV

```
15
Properties=species:S:1:pos:R:3:forces:R:3
B 0.53828 0.62958 -1.24095 0.05 0.97 -0.18
C 0.41867 -1.91109 -0.57931 0.85 -0.33 -0.13
C 0.34837 -0.53774 0.01748 0.61 1.15 -1.01
N -0.04947 -0.41021 1.24564 -0.76 -1.17 -1.05
O -0.57033 0.55067 -1.99268 -1.70 -1.96 -0.40
O -0.09842 2.50376 0.96895 0.49 -1.41 -0.15
H 0.73311 -2.71536 0.17414 -0.08 1.09 -1.27
H -0.59329 -2.18756 -0.91031 0.09 0.07 0.07
H 1.02897 -1.80789 -1.53239 -0.42 -0.86 1.36
H 1.41170 1.50412 -1.81487 -1.33 -2.04 2.00
H -0.32087 -1.37779 1.60217 0.19 2.21 0.57
H -0.37516 0.52923 1.59751 0.72 -1.08 -0.05
H 0.75254 2.94646 1.00900 -0.06 0.33 0.09
H -1.26020 -0.21273 -1.92229 1.81 2.22 0.10
H -0.79281 3.14026 1.05818 -0.45 0.80 0.06
```
Forces are in eV/Å.